# C34H64FeGeN3O4SSi5Te

A molecular structure, C34H64FeGeN3O4SSi5Te in a non-equilibrium geometry (ωB97M-V/def2-TZVPD, the Open Molecules 2025 dataset).

Values from the calculation:
⟨S²⟩: 1.18
Orbital gap (alpha / beta) in eV: 5.19 / 5.20
Energy relative to the best compared isomer or geometry (same formula, charge and spin) in kJ/mol: 269.0

Structure (ORCA input):
```
! RIJCOSX wB97M-V def2-TZVPD def2/J DEFGRID3
* xyz -2 2
Fe 0.827 0.197 0.096
N 4.667 0.310 2.176
C 3.365 0.365 1.662
S 3.178 0.662 -0.055
N 2.401 0.282 2.509
N 1.141 0.417 1.941
C 0.378 1.205 2.700
C 0.189 2.568 2.380
C -0.245 3.492 3.352
C -0.133 4.843 3.144
C 0.419 5.320 1.934
C 0.753 4.456 0.927
C 0.563 3.054 1.074
O 0.631 2.278 0.078
H 5.334 -0.029 1.502
H 4.709 -0.180 3.058
H 0.194 0.875 3.731
H -0.612 3.114 4.302
H -0.454 5.540 3.909
H 0.539 6.387 1.783
H 1.101 4.820 -0.032
C 2.389 -5.201 2.102
Si 1.928 -3.364 2.282
C 0.455 -3.431 3.473
C 3.328 -2.717 3.382
Ge 1.733 -2.148 0.195
Si 3.842 -2.876 -0.854
C 4.492 -4.669 -0.898
C 3.542 -2.451 -2.680
C 5.458 -1.996 -0.375
Si 0.267 -3.675 -0.987
C 1.071 -5.375 -1.332
C -1.323 -4.204 -0.091
C -0.327 -3.197 -2.710
H 2.777 -5.592 3.048
H 3.154 -5.347 1.335
H 1.519 -5.802 1.815
H 0.730 -3.953 4.396
H -0.396 -3.956 3.028
H 0.121 -2.422 3.735
H 3.426 -3.308 4.300
H 3.132 -1.677 3.651
H 4.285 -2.755 2.847
H 3.724 -5.393 -1.177
H 4.894 -4.973 0.075
H 5.303 -4.732 -1.631
H 3.045 -3.281 -3.194
H 4.460 -2.207 -3.226
H 2.875 -1.584 -2.738
H 5.747 -2.240 0.655
H 5.333 -0.915 -0.455
H 6.275 -2.302 -1.037
H 1.554 -5.799 -0.447
H 1.831 -5.288 -2.116
H 0.310 -6.083 -1.677
H -1.123 -4.502 0.945
H -1.782 -5.055 -0.605
H -2.042 -3.384 -0.072
H 0.518 -2.957 -3.366
H -0.973 -2.316 -2.673
H -0.888 -4.024 -3.160
O -1.175 0.042 -2.836
C 0.048 0.114 -2.840
O 0.855 0.037 -1.848
C 0.759 0.290 -4.173
C 0.087 0.013 -5.355
C 0.740 0.121 -6.577
C 2.072 0.515 -6.624
C 2.745 0.803 -5.443
C 2.090 0.692 -4.222
H -0.950 -0.294 -5.297
H 0.212 -0.103 -7.498
H 2.582 0.604 -7.577
H 3.784 1.111 -5.472
H 2.596 0.914 -3.291
C -2.905 5.952 -2.047
Si -2.413 4.131 -1.775
C -3.616 3.109 -2.806
C -0.694 3.946 -2.514
C -2.600 3.675 0.006
Te -2.082 1.360 0.122
C -4.168 1.213 0.809
Si -4.591 1.856 2.496
C -6.431 1.502 2.811
C -4.420 3.706 2.785
C -3.691 1.091 3.962
H -2.738 6.262 -3.087
H -2.310 6.608 -1.401
H -3.962 6.117 -1.809
H -3.617 3.419 -3.856
H -4.640 3.191 -2.423
H -3.319 2.055 -2.760
H -0.747 3.555 -3.534
H -0.099 3.244 -1.921
H -0.161 4.902 -2.536
H -3.636 3.790 0.327
H -1.951 4.257 0.669
H -4.430 0.154 0.729
H -4.760 1.738 0.052
H -7.063 2.024 2.086
H -6.729 1.833 3.813
H -6.653 0.431 2.733
H -4.999 4.301 2.072
H -3.375 4.021 2.713
H -4.780 3.943 3.792
H -3.943 0.040 4.123
H -3.956 1.643 4.870
H -2.606 1.164 3.829
C -2.275 -1.389 2.145
C -1.793 -0.684 0.906
O -0.764 -1.154 0.354
H -3.352 -1.278 2.270
H -1.774 -0.958 3.015
H -2.011 -2.448 2.095
*
```

=====

# C34H64N2O8

3 unconnected molecules or ions with the total composition C34H64N2O8 (ωB97M-V/def2-TZVPD, the Open Molecules 2025 dataset).

Values from the calculation:
⟨S²⟩: 2.01
Orbital gap (alpha / beta) in eV: 8.51 / 9.58

Structure (ORCA input):
```
! RIJCOSX wB97M-V def2-TZVPD def2/J DEFGRID3
* xyz 0 3
C 6.157 -1.245 0.832
O 5.791 0.074 0.503
C 6.228 1.018 1.462
C 5.652 2.378 1.107
C 4.239 2.624 1.655
C 3.153 2.495 0.587
C 1.724 2.560 1.162
C 0.807 1.416 0.700
C 0.564 0.384 1.807
C 0.023 -0.900 1.251
O 0.054 -2.010 2.187
C -0.773 -2.955 1.659
O -0.871 -4.074 2.042
O -1.509 -2.424 0.648
C -1.434 -0.996 0.807
C -2.441 -0.544 1.875
C -3.778 -1.290 1.823
C -4.495 -1.231 0.481
O -4.119 -2.360 -0.322
C -4.248 -2.181 -1.651
C -3.271 -2.992 -2.455
O -5.059 -1.436 -2.124
H 5.938 -1.468 1.883
H 5.578 -1.916 0.200
H 7.223 -1.422 0.645
H 7.327 1.049 1.494
H 5.886 0.703 2.459
H 5.624 2.415 0.013
H 6.348 3.151 1.438
H 4.024 1.895 2.445
H 4.171 3.606 2.131
H 3.308 1.544 0.067
H 3.289 3.297 -0.144
H 1.272 3.523 0.926
H 1.802 2.521 2.254
H -0.155 1.815 0.365
H 1.258 0.896 -0.151
H 1.511 0.172 2.311
H -0.117 0.802 2.555
H 0.620 -1.236 0.393
H -1.611 -0.474 -0.132
H -1.985 -0.692 2.857
H -2.609 0.532 1.768
H -4.451 -0.840 2.558
H -3.632 -2.326 2.131
H -4.243 -0.318 -0.065
H -5.576 -1.221 0.620
H -2.249 -2.902 -2.094
H -3.356 -2.652 -3.485
H -3.545 -4.048 -2.418
C -0.297 9.174 2.007
C -0.017 7.858 1.276
C -0.511 7.914 -0.175
C -2.031 7.848 -0.304
C -2.587 6.622 0.417
C -2.162 6.539 1.887
N -0.668 6.689 1.958
O -0.048 5.591 1.763
C -2.889 7.596 2.728
C -2.523 5.174 2.464
C 1.492 7.642 1.306
H -1.328 9.505 1.947
H -0.022 9.092 3.059
H 0.315 9.957 1.557
H -0.072 7.074 -0.722
H -0.126 8.828 -0.632
H -2.488 8.763 0.083
H -2.301 7.797 -1.360
H -3.679 6.612 0.375
H -2.240 5.720 -0.097
H -2.393 7.735 3.690
H -3.905 7.250 2.920
H -2.974 8.561 2.239
H -2.105 4.363 1.874
H -3.610 5.076 2.472
H -2.157 5.076 3.487
H 1.846 7.513 2.329
H 1.976 8.522 0.879
H 1.789 6.770 0.731
C 0.834 -8.125 -1.034
C -0.317 -7.210 -1.466
C -1.411 -8.006 -2.185
C -1.010 -8.460 -3.587
C -0.543 -7.279 -4.434
C 0.583 -6.470 -3.779
N 0.155 -6.116 -2.379
O -0.585 -5.074 -2.356
C 1.907 -7.244 -3.806
C 0.809 -5.171 -4.546
C -0.855 -6.576 -0.191
H 1.238 -8.742 -1.829
H 1.648 -7.538 -0.607
H 0.465 -8.802 -0.263
H -2.307 -7.381 -2.251
H -1.670 -8.867 -1.563
H -0.230 -9.224 -3.532
H -1.865 -8.935 -4.071
H -0.196 -7.619 -5.413
H -1.392 -6.611 -4.610
H 2.623 -6.814 -3.105
H 2.332 -7.174 -4.808
H 1.801 -8.302 -3.587
H -0.106 -4.593 -4.643
H 1.174 -5.415 -5.545
H 1.554 -4.550 -4.046
H -0.108 -5.939 0.280
H -1.116 -7.370 0.510
H -1.740 -5.969 -0.367
*
```

=====

> What is the ⟨S²⟩ in the second record?

2.01

=====

> Which of these has the highest ⟨S²⟩?

C34H64N2O8

=====

> Number 1 is which compound?

C34H64FeGeN3O4SSi5Te